[1]
Computed, not measured: one molecule with the formula C28H43N3O6, with ωB97M-V/def2-TZVPD.

Calculated values
**Kohn-Sham gap**: 9.61 eV
**Relative energy (zero: lowest compared OMol25 entry of this formula, charge and spin)**: 0.0 kcal/mol
**E_HOMO**: -0.32607 hartree
**Multiplicity**: 1
**SMILES string**: CC(C)C[C@@H](NC(=O)[C@H]1CC[C@@H](CNC(=O)[C@H](Cc2ccccc2)NC(=O)OC(C)(C)C)CC1)C(=O)O

```
80
C28H43N3O6, DFT ωB97M-V/def2-TZVPD
C -3.48597 -4.63635 -2.61991
H -3.97206 -4.35563 -3.55101
H -2.73408 -5.39113 -2.84132
H -4.23440 -5.07545 -1.96409
C -2.83850 -3.41462 -1.96838
C -1.86796 -2.76217 -2.95018
H -1.38383 -1.89700 -2.50849
H -2.39924 -2.43483 -3.84102
H -1.09948 -3.47193 -3.25131
C -2.13258 -3.82349 -0.66503
H -2.62909 -4.70314 -0.24723
H -1.09352 -4.08703 -0.87763
C -2.15441 -2.73938 0.41346
N -1.54851 -3.24366 1.63352
C -1.24335 -2.36783 2.62008
O -1.64897 -1.22310 2.58156
C -0.42120 -2.95491 3.76419
C 0.93924 -3.46638 3.27384
C 1.76958 -2.31341 2.72044
H 1.24455 -1.87492 1.87006
C 2.00315 -1.25029 3.79441
C 0.67130 -0.75862 4.36319
C -0.19490 -1.91323 4.86284
H -1.15759 -1.52008 5.19325
H 0.28825 -2.39891 5.71437
H 0.85740 -0.06527 5.18711
H 0.11024 -0.22817 3.59479
C 2.82689 -0.08199 3.23207
N 2.25992 0.46354 2.02117
C 2.87642 0.36920 0.82793
O 4.01373 -0.02528 0.68076
C 1.99555 0.83450 -0.33881
N 1.39983 2.12089 -0.03463
C 0.16522 2.47092 -0.46077
O -0.67081 1.68369 -0.85850
O -0.00654 3.78941 -0.32522
C -1.28294 4.40891 -0.62944
C -2.37744 3.84698 0.27700
H -2.56450 2.80137 0.05006
H -3.29565 4.40795 0.12773
H -2.07906 3.93150 1.31980
C -1.62808 4.21120 -2.10457
H -1.75874 3.15595 -2.32702
H -0.82749 4.59909 -2.73003
H -2.54835 4.73922 -2.33742
C -1.04998 5.89009 -0.32890
H -0.78348 6.02170 0.71638
H -0.23851 6.27108 -0.94311
H -1.95124 6.45747 -0.53988
H 2.03236 2.88382 0.15879
H 1.17373 0.11423 -0.43775
C 2.79025 0.88336 -1.65292
C 1.86698 1.23101 -2.78265
C 1.83166 2.51470 -3.30892
C 0.92872 2.84341 -4.30549
C 0.04079 1.89374 -4.77783
C 0.06736 0.61035 -4.25731
C 0.97585 0.28174 -3.26938
H 0.99398 -0.71795 -2.86003
H -0.62485 -0.13465 -4.62168
H -0.67082 2.15287 -5.54810
H 0.91662 3.84505 -4.71193
H 2.51827 3.26417 -2.93876
H 3.24439 -0.09644 -1.80284
H 3.59212 1.61870 -1.56104
H 1.28211 0.70990 2.03728
H 3.83262 -0.41933 2.96951
H 2.90387 0.71003 3.98580
H 2.58513 -1.69770 4.60939
H 2.73139 -2.68490 2.36080
H 0.81889 -4.23406 2.50651
H 1.46170 -3.92565 4.11746
H -0.99682 -3.79392 4.17481
H -1.10181 -4.14502 1.59805
C -1.37045 -1.49404 -0.01304
O -0.16242 -1.45478 0.00991
O -2.14231 -0.51742 -0.42075
H -1.61347 0.29103 -0.64354
H -3.18373 -2.42525 0.62436
H -3.62526 -2.69290 -1.72603
```

***

[2]
Computed, not measured: C12H30F2HfNO14S3 as an isolated structure at a distorted geometry, with ωB97M-V/def2-TZVPD.

Calculated values
**Kohn-Sham gap**: 9.93 eV
**E_HOMO**: -0.46769 hartree
**Total charge**: +1
**Multiplicity**: 1

```
63
C12H30F2HfNO14S3, DFT ωB97M-V/def2-TZVPD
Hf -0.03273 0.61718 0.76546
S -2.03789 2.62058 1.08097
O -2.11534 1.17324 0.54486
O -2.72396 2.60949 2.34623
O -0.50591 2.56946 1.23430
O -2.54424 3.61155 0.21842
N 1.87800 1.15704 1.91056
S 2.68911 2.54591 2.21823
O 2.33183 3.48027 1.17820
O 4.13111 2.36135 2.39840
F 2.20992 3.14089 3.47924
S 2.48576 -0.08195 2.72110
O 2.52157 0.01056 4.14072
O 3.48261 -0.90406 2.07127
F 1.17826 -1.06108 2.26606
C -0.51421 -3.84999 -4.20408
O -0.47626 -2.77474 -3.29147
C -1.03538 -1.55698 -3.75732
C -0.61766 -0.38297 -2.89700
O -1.12994 -0.44007 -1.52220
C -2.53751 -0.70244 -1.52815
H -1.49724 -4.24547 -4.39488
H 0.04527 -4.66217 -3.77673
H -0.07259 -3.44048 -5.14346
H -2.07581 -1.68356 -3.90873
H -0.63751 -1.43776 -4.75769
H -1.11765 0.49187 -3.27134
H 0.45298 -0.25865 -2.80863
H -2.97989 -0.01602 -2.28356
H -3.02658 -0.44757 -0.60145
H -2.79594 -1.69495 -1.88920
C -0.90013 -2.59078 0.42328
O -1.09894 -1.32563 1.11713
C -2.09526 -1.35215 2.10486
C -1.59441 -0.49988 3.31925
O -0.78835 0.62485 2.88674
C -0.77033 1.57263 3.99654
H -0.72620 -2.27282 -0.62098
H -1.71377 -3.23641 0.61933
H -0.04266 -3.07725 0.85260
H -2.33426 -2.34596 2.43584
H -3.01016 -0.84022 1.72215
H -1.12523 -1.07720 4.11259
H -2.51907 -0.22715 3.76188
H -0.37092 1.02851 4.82675
H -1.78538 1.94084 4.24019
H -0.31311 2.50005 3.71193
C 1.89752 -1.93856 -0.82071
O 1.54736 -0.49984 -0.72516
C 2.63004 0.45182 -0.91378
C 2.08409 1.68623 -1.52772
O 0.85487 2.04962 -0.83727
C 0.59681 3.41785 -1.19225
H 2.57962 -2.03365 -1.66436
H 1.00657 -2.48222 -1.05414
H 2.34820 -2.18968 0.14712
H 3.35938 0.02935 -1.59760
H 3.12146 0.66580 0.05947
H 1.77712 1.55836 -2.59226
H 2.80906 2.50225 -1.48412
H -0.46328 3.65526 -1.12646
H 0.91747 3.53915 -2.20677
H 1.18971 4.01833 -0.51219
```

***

[3]
Computed, not measured: a 2-piece molecular cluster, C5H14O overall at a distorted geometry, with ωB97M-V/def2-TZVPD.

Calculated values
**Kohn-Sham gap**: 11.74 eV
**Relative energy (zero: lowest compared OMol25 entry of this formula, charge and spin)**: 8.5 kcal/mol
**E_HOMO**: -0.39960 hartree
**Multiplicity**: 1
**SMILES string**: CCC(C)C.O

```
20
C5H14O, DFT ωB97M-V/def2-TZVPD
C 0.00000 0.00000 0.00000
C 0.85768 2.91899 0.02730
C -1.49656 3.44146 -0.60818
C -0.73306 1.05790 -0.68698
C -0.57759 2.40016 -0.02809
H -0.30423 -0.93661 -0.49682
H -0.34999 -0.02667 1.04566
H 1.10152 0.05704 -0.00097
H 0.84263 3.95270 0.41177
H 1.35975 2.91618 -0.95481
H 1.44196 2.29340 0.72290
H -1.55865 4.38396 -0.03858
H -2.51898 3.06140 -0.77201
H -1.03838 3.65270 -1.58903
H -0.37768 1.11809 -1.73365
H -1.79512 0.74651 -0.70954
H -0.89191 2.32939 1.03307
O 4.02116 5.15277 2.13361
H 4.93209 4.80886 2.27574
H 4.02000 5.47517 1.20393
```

***

[4]
Computed, not measured: one molecule with the formula C17H24N2O at a distorted geometry, with ωB97M-V/def2-TZVPD.

Calculated values
**Kohn-Sham gap**: 7.18 eV
**Relative energy (zero: lowest compared OMol25 entry of this formula, charge and spin)**: 70.7 kcal/mol
**E_HOMO**: -0.26224 hartree
**Multiplicity**: 1
**SMILES string**: CCC1=C(CC)/C(=C/c2[nH]c(C)c(CC)c2C)NC1=O

```
44
C17H24N2O, DFT ωB97M-V/def2-TZVPD
O 1.43636 -3.12658 2.03997
C 1.44989 -1.93003 1.83101
C -1.01638 0.50066 -0.66254
C -1.56692 1.26061 -1.70999
C -2.70148 -0.83159 -1.53429
C -2.52726 0.33622 -2.34576
C 2.40925 -0.91072 2.30914
C 2.07339 0.26965 1.61146
C 0.15243 0.94166 0.16314
C 0.93803 0.03085 0.77693
N -1.76351 -0.68499 -0.51979
N 0.63825 -1.37812 0.87641
C -1.21440 2.60877 -2.36182
C -3.66377 -1.95199 -1.58034
C -2.68541 -0.47456 -4.69177
C 3.29256 -1.90909 4.47028
C 2.24977 2.43353 2.60865
C -3.33008 0.38838 -3.65101
C 3.64202 -1.11627 3.18834
C 2.81877 1.56707 1.49966
H 0.46904 2.02872 0.24711
H -1.88118 -1.18167 0.31559
H 0.41031 -1.90908 0.13197
H -1.02718 2.57023 -3.39340
H -0.25770 2.98329 -1.93324
H -2.01849 3.26678 -2.25608
H -4.09871 -2.24152 -2.56099
H -3.30605 -2.84671 -1.14655
H -4.36496 -1.63501 -0.83019
H -3.24119 -0.39395 -5.60733
H -1.56966 -0.17513 -4.88117
H -2.74759 -1.47697 -4.42167
H 3.92289 -1.72328 5.28342
H 2.35832 -1.59291 4.95448
H 3.16466 -2.95365 4.16210
H 2.93244 3.21156 2.74886
H 2.13860 1.90575 3.63906
H 1.26761 2.86073 2.28763
H -4.38714 0.04029 -3.32086
H -3.40556 1.41174 -4.06857
H 4.30592 -1.67021 2.57062
H 4.03324 -0.10062 3.39043
H 2.79528 2.17948 0.61481
H 3.87560 1.41867 1.75629
```